An isolated ion of composition C6H11N2 and charge +1. Source: the OMol25 dataset; level of theory: ωB97M-V with the def2-TZVPD basis set.

## Properties
Charge = +1
Spin multiplicity = 1
SMILES = [H]/N=[N+]1\CC=C1C(C)C
Gap between HOMO and LUMO = 8.91 eV
Relative energy (zero: lowest compared OMol25 entry of this formula, charge and spin) = 125.3 kcal/mol

```
19
Properties=species:S:1:pos:R:3:forces:R:3:mulliken_charge:R:1
N -2.39306 0.81651 -1.12717 2.2 -3.1 -0.4 -0.82
N -1.68012 1.03893 -0.18745 0.8 2.1 -0.8 0.86
C 0.33381 -0.53486 -0.63801 0.8 -3.0 0.9 0.53
C -1.48050 2.14509 0.85197 -1.2 -1.0 2.5 -0.35
C -0.39156 0.42975 0.18644 -0.7 1.4 -0.2 -0.31
C 1.87827 -0.29510 -0.82705 -3.1 2.2 0.8 -1.39
C 0.18732 -1.89210 0.10082 2.7 -1.7 3.2 -1.36
C -0.29277 1.26777 1.25019 -0.3 0.7 -0.6 -0.04
H 0.93529 -2.75117 -0.13397 -0.8 1.9 -0.2 0.33
H 1.95430 0.64763 -1.31963 0.4 0.3 -1.4 0.38
H -3.22849 1.23665 -1.40246 -1.7 2.0 0.5 0.28
H 0.33777 1.49106 2.10076 0.4 -0.5 -0.4 0.44
H -1.25547 3.18775 0.57082 -0.1 -0.7 -0.7 0.30
H -0.14437 -0.84540 -1.58726 0.1 1.4 0.1 0.32
H -0.71682 -2.40537 0.02120 -2.0 -0.3 -0.6 0.44
H -2.32078 2.14783 1.60111 0.6 0.1 -0.8 0.29
H 2.11667 -1.16198 -1.34676 1.6 -1.1 -0.8 0.46
H 2.37003 -0.01294 0.08210 0.4 -1.0 0.9 0.35
H 0.30404 -1.80907 1.26321 0.0 0.2 -2.0 0.29
```
Positions in Å, forces in eV/Å.